Density functional theory data (the ωB97M-V functional and the def2-TZVPD basis) for a structure of composition C21H23AuFNOSSi.

ORCA input file:
```
! RIJCOSX wB97M-V def2-TZVPD def2/J DEFGRID3
* xyz 0 1
Au -0.57 -0.91 0.58
S 0.49 0.16 -1.81
Si 0.02 0.98 2.85
F -3.18 -0.60 -0.03
O -0.74 0.37 -2.63
N -1.32 0.45 1.87
C 1.32 1.78 1.79
C 0.77 -0.52 3.65
C 1.88 0.16 -2.95
C -2.59 0.97 1.67
C 4.01 0.28 -4.69
C -4.35 2.59 2.24
C 1.64 0.11 -4.31
C 1.38 -2.16 -0.48
C -0.37 2.18 4.21
C 2.72 0.17 -5.18
C -3.52 0.48 0.74
C -4.77 0.99 0.53
C 4.24 0.34 -3.32
C -5.21 2.07 1.28
C 0.51 -4.35 -0.98
C -0.42 -3.79 -1.85
C -3.09 2.05 2.42
C 3.17 0.29 -2.44
C 0.47 -1.62 -1.39
C -0.47 -2.43 -2.05
C 1.40 -3.55 -0.28
H 0.93 2.68 1.31
H -2.46 2.48 3.19
H -5.39 0.53 -0.23
H 2.55 0.13 -6.25
H 0.62 0.05 -4.67
H -1.19 -1.96 -2.70
H 0.02 -1.03 4.26
H 1.62 -0.26 4.29
H -6.20 2.48 1.12
H 0.54 -5.42 -0.83
H 5.24 0.44 -2.94
H 1.13 -1.23 2.90
H 0.56 2.31 4.78
H -1.14 1.82 4.89
H -0.66 3.16 3.84
H 3.33 0.36 -1.37
H -4.66 3.42 2.85
H 1.66 1.10 1.00
H -1.12 -4.43 -2.37
H 2.11 -3.98 0.41
H 4.85 0.34 -5.37
H 2.19 2.06 2.39
H 2.09 -1.53 0.03
*
```

Summary:
LUMO level ... -0.051 eV
Highest occupied orbital energy ... -7.072 eV
Kohn-Sham gap ... 7.02 eV

Just the natural (NBO) charges please, in e? Sure, here they are: 0.684 1.267 1.829 -0.350 -0.960 -1.215 -1.142 -1.137 -0.191 0.200 -0.197 -0.207 -0.230 -0.279 -1.148 -0.199 0.312 -0.260 -0.204 -0.252 -0.185 -0.187 -0.278 -0.242 -0.265 -0.229 -0.208 0.241 0.211 0.224 0.220 0.247 0.266 0.241 0.233 0.211 0.224 0.220 0.226 0.239 0.242 0.236 0.219 0.208 0.218 0.225 0.228 0.219 0.232 0.244



Density functional theory data (the ωB97M-V functional and the def2-TZVPD basis) for a structure of composition C21H23Br4N8O2SZn.

ORCA input file:
```
! RIJCOSX wB97M-V def2-TZVPD def2/J DEFGRID3
* xyz -1 1
Br -6.51 -3.32 -2.00
Br -5.16 -0.79 -0.27
Br -4.49 -5.38 -3.66
Br -1.18 -4.81 -3.57
Zn -0.22 -0.97 -0.55
S 0.68 1.06 -1.66
O -2.18 -0.73 -0.57
O -0.55 -2.34 -1.99
N 2.49 0.17 0.21
N -0.28 2.75 2.13
N 2.75 2.27 -0.55
N -0.12 -2.84 0.80
N 0.15 1.55 2.24
N -0.68 0.67 1.62
N -1.41 2.68 1.40
N 1.69 -0.91 0.31
C 0.68 -5.36 1.61
C 3.86 2.51 0.36
C 2.10 -1.92 0.99
C -1.83 -2.58 -2.01
C -2.40 -3.66 -2.68
C 3.46 -1.99 1.62
C -0.64 -5.12 1.26
C 1.59 -4.31 1.55
C -1.78 3.91 -1.45
C 2.04 1.11 -0.59
C 1.16 -3.06 1.12
C -2.71 -1.71 -1.26
C -4.63 -3.05 -2.00
C -0.14 5.05 0.09
C -1.66 1.39 1.13
C -3.79 -3.90 -2.69
C -4.08 -1.97 -1.29
C -1.60 4.67 -0.13
C -0.99 -3.84 0.87
C -2.19 3.85 1.03
C 5.20 1.99 -0.16
H 0.50 4.18 -0.03
H -1.33 4.48 -2.27
H 2.54 2.94 -1.27
H 5.98 2.13 0.59
H 4.10 -2.70 1.09
H 3.92 3.58 0.54
H -1.28 2.94 -1.40
H -1.38 -5.91 1.28
H -2.20 5.58 -0.16
H -2.49 1.00 0.56
H 3.38 -2.31 2.66
H 0.04 5.46 1.08
H 2.63 -4.47 1.81
H 5.11 0.92 -0.37
H -3.17 3.48 0.74
H 3.61 2.02 1.30
H 1.00 -6.34 1.92
H 3.91 -1.00 1.57
H 0.16 5.80 -0.66
H -2.01 -3.60 0.60
H -2.83 3.75 -1.68
H 5.49 2.50 -1.08
H -2.30 4.47 1.92
*
```

Summary:
LUMO level ... 2.423 eV
Highest occupied orbital energy ... -4.057 eV
Kohn-Sham gap ... 6.48 eV

Just the natural (NBO) charges please, in e? Sure, here they are: 0.046 0.022 0.046 0.037 1.656 -0.472 -0.940 -0.871 -0.495 -0.086 -0.607 -0.483 -0.074 -0.343 -0.205 -0.331 -0.162 -0.217 0.214 0.259 -0.214 -0.684 -0.261 -0.247 -0.626 0.311 0.174 0.329 -0.186 -0.617 0.173 -0.154 -0.218 -0.217 0.086 -0.205 -0.617 0.228 0.207 0.399 0.198 0.220 0.185 0.246 0.222 0.193 0.279 0.217 0.210 0.215 0.223 0.217 0.223 0.210 0.259 0.202 0.218 0.203 0.195 0.210



Density functional theory data (the ωB97M-V functional and the def2-TZVPD basis) for a cluster of 2 separate species, C21H23F2 in total in a non-equilibrium geometry.

ORCA input file:
```
! RIJCOSX wB97M-V def2-TZVPD def2/J DEFGRID3
* xyz 1 1
F 3.40 -0.35 9.56
F 8.29 -1.29 6.06
C 5.35 -1.64 3.18
C 4.98 -1.09 4.44
C 1.52 0.34 8.28
C 6.65 -2.02 2.90
C 6.04 -0.91 5.38
C 2.93 -0.46 5.91
C 0.81 0.78 9.51
C -1.70 0.91 1.36
C 0.95 0.47 7.00
C 9.07 -2.31 3.55
C 0.59 0.11 1.80
C 1.62 0.10 5.86
C 1.94 0.09 1.72
C -1.72 -0.63 1.36
C 3.46 -0.70 7.21
C 7.32 -1.36 5.09
C 7.67 -1.91 3.85
C -0.32 -1.12 1.81
C 3.61 -0.76 4.69
C -0.29 1.37 1.82
C 2.79 -0.24 8.33
H 9.79 -1.52 3.79
H 4.57 -1.81 2.44
H 5.84 -0.43 6.33
H -0.05 0.90 6.94
H 1.16 0.25 4.88
H 9.16 -2.53 2.48
H 0.77 0.00 10.27
H 2.48 -0.84 1.59
H 9.39 -3.21 4.09
H 0.04 -1.93 1.17
H -0.37 1.78 2.85
H 2.53 1.01 1.70
H 1.25 1.66 9.98
H 6.90 -2.43 1.92
H -2.48 -1.02 2.02
H -0.40 -1.54 2.83
H -0.22 1.04 9.24
H -1.92 1.28 0.36
H 2.98 -0.77 3.80
H 0.09 2.17 1.19
H 4.40 -1.24 7.32
H -2.46 1.32 2.03
H -1.94 -0.99 0.35
*
```

Summary:
LUMO level ... -5.886 eV
Highest occupied orbital energy ... -11.978 eV
Kohn-Sham gap ... 6.09 eV

Just the natural (NBO) charges please, in e? Sure, here they are: -0.318 -0.317 -0.083 -0.168 0.037 -0.219 -0.208 -0.167 -0.657 -0.402 -0.221 -0.657 0.070 -0.085 -0.476 -0.403 -0.208 0.444 0.038 -0.459 0.147 -0.458 0.443 0.257 0.231 0.243 0.241 0.240 0.233 0.257 0.186 0.261 0.229 0.212 0.209 0.261 0.243 0.213 0.213 0.233 0.216 0.248 0.233 0.242 0.213 0.215



Density functional theory data (the ωB97M-V functional and the def2-TZVPD basis) for a cluster of 2 separate species, C21H23F3NO in total in a non-equilibrium geometry.

ORCA input file:
```
! RIJCOSX wB97M-V def2-TZVPD def2/J DEFGRID3
* xyz 1 1
F 4.37 -2.07 -0.60
F 1.39 1.57 -4.89
F -3.30 1.01 -4.39
O -2.20 -0.57 3.90
N -0.43 0.88 2.27
C -0.59 2.93 0.09
C -2.64 -0.10 2.62
C 1.45 -3.69 0.85
C 0.58 0.05 -3.26
C -1.28 0.35 4.50
C -1.46 0.03 1.67
C 1.86 2.30 -0.42
C 0.44 -3.07 0.14
C -0.51 -0.56 -2.56
C -1.83 -0.21 -2.99
C -0.42 -1.49 -1.49
C 2.79 -3.37 0.60
C 0.61 2.09 0.38
C 0.70 -2.07 -0.85
C 3.05 -2.40 -0.36
C 2.07 -1.74 -1.08
C 0.64 1.21 1.43
C -2.02 0.70 -4.01
C 0.31 0.97 -4.26
C -0.04 0.49 3.63
C -0.96 1.33 -4.68
H -1.43 2.33 -0.28
H -1.05 -0.98 1.47
H 0.48 -0.49 3.61
H -1.13 2.04 -5.48
H 3.60 -3.85 1.14
H 1.19 -4.44 1.59
H -1.79 0.45 0.71
H 1.70 3.03 -1.22
H -1.40 -1.88 -1.17
H 2.71 2.65 0.19
H -3.34 -0.87 2.27
H -1.03 -0.12 5.46
H -0.93 3.50 0.96
H 0.62 1.25 4.05
H 2.19 1.36 -0.90
H -0.61 -3.33 0.31
H 2.37 -0.99 -1.80
H -2.68 -0.69 -2.50
H -1.75 1.34 4.64
H 1.60 -0.20 -3.03
H -0.35 3.65 -0.70
H -3.15 0.89 2.71
H 1.60 0.75 1.72
*
```

Summary:
LUMO level ... -6.614 eV
Highest occupied orbital energy ... -10.458 eV
Kohn-Sham gap ... 3.84 eV

Just the natural (NBO) charges please, in e? Sure, here they are: -0.305 -0.302 -0.298 -0.522 -0.469 -0.655 -0.080 -0.214 -0.134 -0.080 -0.230 -0.638 -0.100 -0.172 -0.161 0.144 -0.137 -0.021 -0.076 0.387 -0.192 -0.022 0.390 0.394 -0.241 -0.213 0.204 0.147 0.168 0.281 0.265 0.254 0.199 0.219 0.231 0.237 0.195 0.207 0.242 0.221 0.193 0.233 0.233 0.249 0.179 0.225 0.216 0.180 0.170



Density functional theory data (the ωB97M-V functional and the def2-TZVPD basis) for a cluster of 2 separate species, C21H23FNO9S2 in total in a non-equilibrium geometry.

ORCA input file:
```
! RIJCOSX wB97M-V def2-TZVPD def2/J DEFGRID3
* xyz -1 1
S -0.30 -0.62 3.56
S -2.93 -1.49 2.19
F -1.00 -0.05 0.98
O 2.30 0.80 -1.35
O -3.00 -2.45 3.25
O -1.54 2.38 -3.34
O 0.98 -0.84 -2.96
O -0.74 0.73 3.79
O -3.56 -0.20 2.28
O 0.72 1.59 0.13
O -0.65 3.30 -1.48
O -0.58 -1.69 4.48
N -1.11 -1.18 1.99
C 1.47 -0.83 3.30
C 2.06 -1.98 3.83
C 1.07 1.25 -0.99
C 0.50 0.27 -3.27
C 3.44 -2.17 3.71
C -3.43 -2.46 0.74
C 3.49 1.12 -0.57
C -3.80 -1.87 -0.46
C -1.34 4.48 -1.96
C -4.27 -2.69 -1.51
C 3.64 -0.01 2.65
C 0.19 1.21 -2.19
C -4.05 -4.64 -0.10
C -0.74 2.30 -2.39
C -1.20 5.52 -0.87
C 4.23 -1.20 3.08
C 0.18 0.65 -4.71
C -3.58 -3.84 0.94
C 2.25 0.16 2.70
C 4.51 0.11 -1.01
C -4.36 -4.07 -1.34
H 1.47 -2.72 4.35
H 5.30 -1.36 2.93
H -1.34 5.11 0.14
H 3.89 -3.08 4.12
H -3.72 -0.79 -0.58
H -1.95 6.29 -1.04
H -0.17 -0.25 -5.24
H 3.82 2.13 -0.82
H -4.17 -5.71 0.08
H 3.27 1.07 0.50
H -0.61 1.41 -4.72
H 1.76 1.03 2.25
H 4.29 0.79 2.28
H 4.06 -0.87 -1.18
H -4.58 -2.25 -2.46
H 5.29 0.01 -0.25
H 1.05 1.05 -5.26
H -0.84 4.84 -2.88
H 4.97 0.44 -1.94
H -3.35 -4.28 1.90
H -2.39 4.25 -2.18
H -4.69 -4.71 -2.17
H -0.21 5.99 -0.94
*
```

Summary:
LUMO level ... 1.905 eV
Highest occupied orbital energy ... -3.795 eV
Kohn-Sham gap ... 5.70 eV

Just the natural (NBO) charges please, in e? Sure, here they are: 2.202 2.202 -0.230 -0.533 -0.912 -0.731 -0.651 -0.864 -0.871 -0.658 -0.521 -0.913 -0.466 -0.241 -0.188 0.819 0.563 -0.231 -0.236 -0.064 -0.191 -0.070 -0.209 -0.212 -0.554 -0.222 0.769 -0.623 -0.186 -0.731 -0.203 -0.207 -0.625 -0.182 0.247 0.214 0.222 0.216 0.256 0.193 0.203 0.166 0.216 0.177 0.268 0.285 0.221 0.236 0.227 0.188 0.206 0.170 0.205 0.249 0.190 0.216 0.197



Density functional theory data (the ωB97M-V functional and the def2-TZVPD basis) for a structure of composition C21H23IN5O2S4SbW.

ORCA input file:
```
! RIJCOSX wB97M-V def2-TZVPD def2/J DEFGRID3
* xyz -2 1
W -0.75 -0.24 -0.64
I 1.35 6.72 -0.37
Sb -0.86 -2.99 -1.54
S -0.12 -0.53 -3.05
S -2.58 -3.61 -2.88
S 1.04 -2.28 -3.01
S -0.07 -4.62 -0.12
O -1.88 -1.11 0.82
O -2.71 -0.70 -1.15
N 1.17 -1.30 1.78
N -1.42 1.71 -1.50
N -2.61 -0.18 0.09
N -0.63 1.38 0.99
N 1.11 1.01 -0.94
C -1.34 4.09 -1.41
C -1.11 2.85 -0.84
C 1.30 -1.37 4.48
C 2.08 1.60 -0.85
C -0.51 1.15 2.29
C -0.67 2.66 0.56
C 3.33 2.36 -0.74
C -0.43 3.73 1.41
C 2.08 -0.45 2.33
C -0.29 2.17 3.21
C -2.03 1.77 -2.68
C 0.41 -2.21 3.82
C -1.92 4.15 -2.66
C 0.37 -2.16 2.45
C -2.31 2.98 -3.29
C 2.10 -0.53 3.74
C 1.02 -1.32 0.31
C 4.46 1.32 -0.79
C 3.32 3.09 0.61
C 3.41 3.36 -1.90
C -0.21 3.47 2.75
H -2.80 2.99 -4.26
H 4.37 3.88 -1.83
H 1.08 -2.38 0.03
H -2.29 0.82 -3.12
H -0.60 0.12 2.60
H -0.26 -2.80 1.85
H 2.52 3.83 0.65
H -2.09 5.11 -3.12
H 0.00 4.29 3.43
H 1.94 -0.86 -0.05
H -1.06 5.01 -0.90
H 3.37 2.84 -2.86
H 4.43 0.76 -1.72
H 5.41 1.85 -0.71
H 4.27 3.61 0.73
H -0.17 1.92 4.25
H 1.35 -1.38 5.57
H 4.37 0.63 0.05
H 2.80 0.13 4.27
H 2.61 4.09 -1.85
H -0.41 4.75 1.04
H -0.23 -2.90 4.35
H 3.19 2.37 1.42
*
```

Summary:
LUMO level ... 3.584 eV
Highest occupied orbital energy ... -1.910 eV
Kohn-Sham gap ... 5.49 eV

Just the natural (NBO) charges please, in e? Sure, here they are: 1.168 -0.960 1.353 -0.304 -0.857 -0.435 -0.932 -0.584 -0.535 -0.366 -0.456 -0.010 -0.481 -0.400 -0.223 0.172 -0.190 0.521 0.091 0.253 -0.162 -0.247 -0.083 -0.237 0.088 -0.290 -0.146 0.055 -0.243 -0.338 -0.547 -0.594 -0.607 -0.596 -0.151 0.219 0.209 0.252 0.260 0.239 0.273 0.247 0.218 0.218 0.216 0.265 0.210 0.219 0.202 0.206 0.221 0.193 0.242 0.191 0.255 0.265 0.215 0.238



Which value of Kohn-Sham gap does entry 3 give?
6.09 eV